{"formula": "C17H23N3O3", "method": "ωB97M-V with the def2-TZVPD basis set", "elements": ["C", "C", "O", "C", "C", "C", "C", "O", "C", "N", "C", "C", "N", "C", "C", "C", "C", "C", "O", "N", "C", "C", "C", "H", "H", "H", "H", "H", "H", "H", "H", "H", "H", "H", "H", "H", "H", "H", "H", "H", "H", "H", "H", "H", "H", "H"], "coordinates": [[0.96724, -1.56515, 2.37488], [1.04697, -0.21744, 1.76452], [1.62774, 0.80574, 2.44410], [1.53495, 1.87420, 1.62138], [2.06015, 3.14734, 2.02496], [2.03683, 4.35510, 1.26809], [2.64471, 5.28660, 2.04517], [3.03926, 4.75265, 3.21545], [2.68659, 3.46214, 3.20317], [0.94384, 1.60130, 0.49501], [0.62552, 0.27347, 0.55985], [-0.06536, -0.43428, -0.55900], [-1.24930, -1.13047, -0.09075], [-1.66937, -2.23850, -0.91217], [-1.90710, -1.98151, -2.42782], [-2.73691, -3.10704, -3.07349], [-1.69162, -4.08304, -3.60976], [-0.45851, -3.21629, -3.82824], [0.53977, -3.50150, -4.44581], [-0.68279, -2.04732, -3.19293], [-2.27154, -0.27502, 0.49711], [-3.25190, 0.37359, -0.48813], [-3.03897, -1.03726, 1.58010], [1.94766, -2.04181, 2.38151], [0.62077, -1.49157, 3.40412], [0.27581, -2.17025, 1.79660], [1.62033, 4.47360, 0.29096], [2.85239, 6.32620, 1.88769], [2.92251, 2.86713, 4.06250], [-0.27387, 0.31305, -1.34062], [0.61642, -1.18824, -0.96511], [-2.59098, -2.62882, -0.48090], [-0.90519, -3.02224, -0.83313], [-2.37655, -1.00531, -2.56693], [-3.32154, -2.70105, -3.90000], [-3.42150, -3.57180, -2.36665], [-1.44165, -4.85644, -2.88162], [-1.98697, -4.57325, -4.53493], [0.01171, -1.31967, -3.16428], [-1.71636, 0.52989, 0.99080], [-2.71667, 0.92433, -1.25829], [-3.89073, -0.37292, -0.95494], [-3.88592, 1.07658, 0.04666], [-3.61590, -0.33955, 2.18121], [-3.72897, -1.75773, 1.14738], [-2.34371, -1.56445, 2.22712]], "forces_ev_per_a": [[0.266, 0.283, 0.118], [-0.579, -0.281, -1.019], [0.164, 0.250, 0.211], [-0.436, -0.372, -0.750], [0.517, 0.318, 0.957], [0.213, 0.263, 0.310], [-0.391, -0.071, -0.805], [0.259, 0.242, 0.424], [-0.477, -0.741, -0.600], [0.361, 0.844, 0.255], [0.306, -0.548, 0.821], [-0.041, -0.103, 0.193], [0.229, 0.017, -0.029], [-0.145, 0.080, -0.207], [-0.204, 0.026, 0.450], [-0.008, -0.017, -0.021], [-0.043, -0.011, -0.032], [-0.083, -0.314, -0.193], [0.295, -0.176, -0.199], [0.011, 0.636, 0.131], [-0.255, -0.049, 0.169], [0.329, -0.025, 0.188], [0.190, 0.241, -0.139], [0.034, -0.100, 0.042], [-0.071, -0.092, 0.079], [-0.058, -0.030, -0.016], [-0.081, 0.110, -0.243], [0.069, 0.131, 0.072], [0.079, 0.006, 0.166], [0.096, -0.042, -0.066], [-0.061, 0.045, -0.125], [-0.033, -0.080, -0.003], [-0.090, -0.091, -0.050], [-0.016, -0.101, 0.027], [-0.011, 0.002, 0.034], [-0.057, 0.054, 0.021], [0.048, -0.035, -0.021], [0.094, -0.022, 0.008], [0.085, -0.118, -0.079], [-0.096, -0.075, -0.021], [-0.007, 0.077, -0.143], [-0.098, -0.077, -0.084], [-0.114, 0.078, 0.012], [-0.138, 0.038, 0.079], [-0.111, -0.106, -0.025], [0.058, -0.064, 0.102]], "lowdin_charge": [0.0053, -0.2399, 0.1310, -0.2899, -0.1392, 0.0004, -0.1104, 0.0226, -0.0510, 0.2009, -0.2281, -0.1274, -0.1514, -0.1320, -0.2820, -0.1255, -0.0777, -0.5042, 0.0594, 0.1073, -0.4071, -0.0508, -0.0492, 0.0863, 0.0873, 0.0730, 0.1116, 0.1214, 0.1348, 0.1245, 0.1288, 0.1119, 0.1354, 0.1292, 0.1172, 0.1096, 0.1229, 0.1196, 0.1411, 0.1353, 0.0734, 0.0742, 0.0798, 0.0788, 0.0693, 0.0737], "e_lumo_ev": 0.68, "e_homo_ha": -0.2979, "gap_ev": 8.780, "relative_energy_kj_mol": 254.8}


{"formula": "C3H7O2Pt", "method": "ωB97M-V with the def2-TZVPD basis set", "elements": ["C", "O", "C", "C", "H", "H", "H", "H", "H", "Pt", "O", "H", "H"], "coordinates": [[-1.73201, 0.67799, -0.61068], [-0.38426, 0.30185, -0.32114], [-0.20886, -0.52813, 0.75841], [0.77244, -1.42228, 0.82385], [-1.75194, 1.77114, -0.66897], [-2.04376, 0.25633, -1.57564], [-2.39941, 0.33556, 0.19057], [-0.90298, -0.32830, 1.57911], [1.18406, -1.86199, -0.08787], [1.08106, 0.52535, -1.56769], [2.44003, 0.62596, -0.51098], [1.59962, -1.26327, 1.59127], [2.34600, 0.90980, 0.39975]], "forces_ev_per_a": [[-0.940, 0.592, -0.269], [-4.291, -1.775, 2.838], [-0.218, 0.159, 1.211], [2.294, 0.327, -0.099], [-0.053, -0.252, -0.055], [0.218, 0.036, 0.342], [0.217, 0.059, -0.199], [0.573, 0.615, 0.076], [0.008, 0.703, -0.010], [-2.857, 0.276, -9.486], [6.916, 0.660, 4.918], [-1.934, -1.450, 0.129], [0.067, 0.051, 0.603]], "lowdin_charge": [-0.0966, -0.5236, -0.2646, -0.0176, 0.0932, 0.0833, 0.0944, 0.1217, 0.0458, 0.8992, -0.5278, 0.1025, -0.0100], "e_lumo_ev": [0.35, -0.62], "s2": 3.758, "e_homo_ha": [-0.2180, -0.3280], "multiplicity": 4, "gap_ev": [6.283, 8.302], "relative_energy_kj_mol": 46.9}


{"formula": "CO4P", "method": "ωB97M-V with the def2-TZVPD basis set", "elements": ["O", "P", "O", "C", "O", "O"], "coordinates": [[2.17193, 0.63849, 0.40907], [1.24292, 0.20784, -0.59561], [0.10906, -0.91404, 0.39852], [-0.88578, -0.21432, 0.08315], [-2.05092, -0.63208, 0.29904], [-0.58721, 0.91410, -0.59418]], "forces_ev_per_a": [[1.869, 1.598, 2.013], [-2.869, -1.652, -1.668], [3.981, -0.358, -0.424], [-6.306, 0.184, -0.612], [1.510, 1.412, -0.355], [1.814, -1.184, 1.045]], "lowdin_charge": [-0.4790, 0.7872, -0.1346, -0.9250, -0.0409, -0.2077], "e_lumo_ev": 4.44, "charge": -1, "e_homo_ha": -0.1864, "gap_ev": 9.514, "relative_energy_kj_mol": 55.4}


{"formula": "C4H4EuO2", "method": "ωB97M-V with the def2-TZVPD basis set", "elements": ["O", "C", "H", "C", "C", "C", "O", "Eu", "H", "H", "H"], "coordinates": [[1.44043, -0.78955, -0.00586], [0.25608, -1.31401, 0.40573], [0.32052, -1.88322, 1.34976], [-0.82231, -1.51919, -0.56482], [-2.10131, -1.22196, 0.17959], [-1.05652, -0.18095, 0.42714], [-1.04874, 1.05449, -0.06528], [1.16783, 1.36409, -0.15098], [-0.69775, -1.35436, -1.63648], [-2.38179, -1.86572, 1.02587], [-2.93936, -0.91340, -0.45709]], "forces_ev_per_a": [[0.469, -0.140, -0.257], [-1.152, 1.724, 0.405], [-0.110, -0.034, -0.492], [-0.410, 0.267, 0.474], [0.349, 0.117, 0.143], [0.618, -2.755, -0.333], [0.623, 1.042, -0.466], [-0.503, -0.218, 0.215], [-0.017, -0.001, 0.429], [-0.083, 0.086, -0.367], [0.218, -0.089, 0.249]], "lowdin_charge": [-0.4392, -0.4138, 0.1215, -0.1539, -0.1151, -0.4707, -0.4022, 1.5624, 0.1173, 0.0890, 0.1048], "e_lumo_ev": [-1.12, -1.11], "s2": 15.762, "e_homo_ha": [-0.2209, -0.2223], "multiplicity": 8, "gap_ev": [4.895, 4.936], "relative_energy_kj_mol": 0.0}


{"formula": "C25H30AuClN5Si", "method": "ωB97M-V with the def2-TZVPD basis set", "elements": ["Au", "N", "C", "C", "N", "C", "C", "N", "C", "C", "N", "H", "H", "H", "H", "H", "H", "C", "Si", "C", "N", "C", "C", "C", "C", "C", "C", "C", "C", "C", "C", "C", "C", "C", "C", "C", "C", "C", "H", "H", "H", "H", "H", "H", "H", "H", "H", "H", "H", "H", "H", "H", "H", "H", "H", "H", "H", "H", "H", "H", "H", "H", "Cl"], "coordinates": [[-2.11337, 0.90830, 0.59405], [0.60900, 4.05143, 2.85438], [1.87944, 3.85020, 2.32481], [1.72284, 2.79835, 1.44952], [0.43659, 2.36597, 1.40850], [-0.23767, 3.13162, 2.29753], [-1.62089, 3.09171, 2.58265], [-2.52699, 2.23742, 2.06138], [-3.78461, 2.50056, 2.63438], [-3.61989, 3.55052, 3.44568], [-2.28742, 3.92163, 3.43872], [0.33160, 4.76057, 3.54529], [2.77328, 4.44790, 2.54275], [2.44239, 2.37692, 0.77367], [-4.64167, 1.86542, 2.40342], [-4.35079, 4.05499, 4.08452], [-1.94391, 4.69235, 4.03997], [-1.49522, 0.31097, -1.32335], [0.04993, -0.64263, -1.63553], [0.39006, -2.31272, -0.63682], [-0.07477, -2.13874, 0.70784], [0.81167, -1.68215, 1.74141], [0.89401, -2.64434, 2.94884], [-0.46510, -2.62182, 3.66742], [-1.61628, -2.66488, 2.62669], [-1.18024, -2.97528, 1.19066], [1.64324, 0.36452, -1.61215], [1.53629, 1.74437, -1.94082], [2.69123, 2.51524, -2.07140], [3.96082, 1.95613, -1.88530], [4.05540, 0.63188, -1.45530], [2.92816, -0.15064, -1.33909], [-0.11656, -1.35859, -3.40504], [0.76650, -0.98831, -4.42097], [0.59959, -1.48639, -5.70119], [-0.48183, -2.27290, -6.02751], [-1.34248, -2.71679, -5.02307], [-1.13910, -2.26830, -3.72323], [-2.34638, -0.24996, -1.62877], [-1.44382, 1.25757, -1.88003], [1.49722, -2.43415, -0.72638], [-0.09305, -3.14980, -1.15469], [0.34140, -0.79145, 2.18513], [1.75866, -1.29594, 1.28697], [1.65501, -2.32756, 3.66833], [1.12808, -3.68208, 2.63123], [-0.60405, -1.76223, 4.28182], [-0.56887, -3.51533, 4.29443], [-2.12242, -1.71598, 2.63466], [-2.37860, -3.39669, 2.89793], [-2.08282, -2.89696, 0.55123], [-0.83479, -4.01735, 1.20007], [0.58932, 2.27259, -2.09405], [2.72011, 3.53731, -2.43323], [4.86151, 2.53928, -2.08681], [5.03405, 0.21033, -1.20209], [3.07934, -1.13116, -0.89004], [1.51566, -0.20086, -4.19864], [1.29584, -1.25795, -6.50164], [-0.66087, -2.53034, -7.08900], [-2.15772, -3.37367, -5.27805], [-1.83959, -2.62187, -2.97566], [-3.82646, -0.67025, 1.34397]], "forces_ev_per_a": [[1.156, -0.277, -1.696], [0.200, 0.298, 0.330], [-0.361, -0.150, -0.126], [-0.058, 0.500, 0.043], [-1.421, 0.634, 1.311], [2.760, -0.167, -1.272], [-3.062, -0.533, 0.213], [-0.009, 1.158, 2.086], [1.301, -0.651, -1.008], [-0.678, 0.966, 1.316], [-0.008, 0.462, 0.406], [0.532, -0.608, -0.657], [-0.801, -0.286, 0.101], [0.269, -0.086, 0.034], [0.414, 0.426, 0.070], [0.494, -0.194, -0.355], [-0.172, -0.999, -0.890], [0.247, -0.161, 1.493], [0.045, -0.067, -1.734], [0.032, 0.397, 0.575], [0.420, -1.992, -0.403], [0.793, 1.575, 0.488], [-0.214, -0.493, 0.063], [-0.353, -1.714, -1.083], [0.392, 0.313, 0.101], [-0.950, -0.007, 0.546], [-0.249, 0.749, 0.426], [0.508, -0.177, 0.098], [1.036, -0.244, -0.523], [-0.399, -0.354, 0.085], [0.866, 0.416, -0.079], [-0.731, 0.205, 0.508], [0.106, -0.185, 0.475], [0.182, 0.769, 0.549], [0.363, 0.312, -0.657], [-0.448, -0.608, -0.458], [0.396, 0.505, -0.159], [-0.084, -0.068, -0.177], [-0.604, -0.547, -0.817], [-0.050, -0.196, 0.049], [-0.794, 0.166, 0.390], [-0.187, 0.344, 0.259], [0.003, 0.209, -0.240], [-0.637, -0.723, 0.393], [0.155, 0.073, -0.478], [0.020, 0.612, 0.084], [0.184, 0.697, 0.487], [0.290, 0.288, 0.094], [-0.176, 0.263, -0.092], [0.086, -0.025, -0.071], [0.730, 0.073, -0.019], [0.177, 0.064, -0.506], [0.163, -0.582, 0.025], [-0.650, 0.044, 0.196], [-0.312, -0.115, 0.220], [-0.362, 0.130, -0.188], [-0.220, -0.076, -0.449], [-0.244, -0.852, -0.307], [0.005, 0.316, 0.179], [0.186, -0.046, 0.829], [-0.175, -0.069, 0.116], [0.011, 0.076, 0.230], [-0.114, 0.210, -0.426]], "lowdin_charge": [0.7677, 0.1008, -0.0478, -0.1365, 0.1001, -0.2807, -0.2490, -0.1091, -0.1104, -0.0812, 0.1138, 0.1658, 0.1256, 0.0890, 0.0887, 0.1319, 0.1781, -0.3886, 0.6548, -0.1313, -0.0766, -0.1370, -0.1434, -0.1744, -0.2097, -0.1463, -0.2569, -0.1010, -0.0906, -0.0755, -0.0901, -0.1092, -0.2483, -0.0888, -0.0924, -0.0842, -0.0758, -0.1095, -0.0298, 0.0038, 0.1052, 0.1051, 0.1305, 0.1387, 0.1214, 0.1267, 0.1008, 0.1155, -0.0102, 0.1232, 0.1227, 0.1468, 0.1040, 0.1077, 0.1112, 0.1132, 0.0881, 0.1072, 0.1080, 0.1191, 0.1032, 0.0977, -0.0318], "e_lumo_ev": [-2.50, -4.95], "charge": 1, "s2": 2.010, "e_homo_ha": [-0.3911, -0.4084], "multiplicity": 3, "gap_ev": [8.144, 6.167]}


{"formula": "C6H6N", "method": "ωB97M-V with the def2-TZVPD basis set", "elements": ["C", "C", "C", "C", "C", "C", "N", "H", "H", "H", "H", "H", "H"], "coordinates": [[-3.39312, -0.22895, -0.58343], [-3.29609, 0.74706, 0.36546], [-0.30403, -0.97319, 0.72609], [1.85142, -0.54791, -0.34246], [-2.16012, 0.02953, 0.00502], [2.85041, 0.36361, 0.20544], [0.65375, -0.62708, 0.08734], [-3.99044, -0.78362, -1.26935], [-3.78045, 1.50151, 0.94238], [2.13623, -1.21247, -1.15286], [2.44086, 1.06210, 0.93174], [3.35475, 0.89881, -0.60379], [3.63684, -0.22941, 0.68844]], "forces_ev_per_a": [[0.659, 1.211, 1.328], [0.346, -1.415, -1.259], [-3.044, -0.149, 0.890], [-0.012, -0.057, -0.123], [0.929, -0.482, 0.311], [0.271, 0.432, 0.253], [1.492, 0.645, -1.215], [-0.254, -0.246, -0.288], [-0.138, 0.306, 0.275], [-0.116, -0.094, -0.049], [-0.028, -0.049, -0.063], [-0.059, -0.018, -0.016], [-0.047, -0.083, -0.046]], "lowdin_charge": [0.0761, 0.0786, 0.1779, -0.0569, 0.0328, -0.0149, -0.0113, 0.1172, 0.1176, 0.1565, 0.1007, 0.1083, 0.1173], "e_lumo_ev": [-5.59, -5.59], "charge": 1, "e_homo_ha": [-0.4905, -0.4904], "gap_ev": [7.752, 7.751], "relative_energy_kj_mol": 416.9}